# C5H11N

C5H11N in the gas phase (wB97M-V/def2-TZVPD, OMol25).

CARTESIAN COORDINATES (ANGSTROEM)
C 2.45 -0.43 0.53
C 1.35 -0.52 -0.56
C -0.05 -0.29 -0.03
C -0.54 1.11 0.08
N -1.47 0.53 -0.83
C -2.61 0.04 -0.02
H 2.40 0.48 1.13
H 2.42 -1.28 1.22
H 3.44 -0.45 0.06
H 1.60 0.20 -1.35
H 1.41 -1.53 -0.99
H -0.82 -0.99 -0.39
H 0.13 1.77 -0.48
H -0.92 1.57 0.99
H -3.24 -0.67 -0.56
H -3.23 0.91 0.25
H -2.31 -0.44 0.94

Computed properties:
Maximum force: 2.249 eV Å⁻¹
ΔE to the lowest compared entry with this formula, charge and spin: 3.847 eV
Frontier orbital gap: 9.38 eV
Multiplicity: 1
E_tot: -251.721157 a.u.

# C5H11N

2 unconnected molecules or ions with the total composition C5H11N (wB97M-V/def2-TZVPD, OMol25).

CARTESIAN COORDINATES (ANGSTROEM)
C -1.95 0.38 -1.02
C -1.38 0.00 0.31
N -0.38 -0.82 0.42
C 0.36 -1.76 -0.40
C 0.58 -1.50 1.05
C 1.92 1.57 0.50
H -1.87 1.47 -1.18
H -1.42 -0.12 -1.83
H -3.01 0.12 -1.09
H 0.96 1.58 -0.03
H -1.75 0.43 1.23
H -0.25 -2.58 -0.79
H 1.07 -1.34 -1.12
H 0.41 -2.12 1.92
H 2.36 0.57 0.43
H 1.75 1.80 1.55
H 2.59 2.32 0.05

Computed properties:
Maximum force: 0.371 eV Å⁻¹
ΔE to the lowest compared entry with this formula, charge and spin: 3.925 eV
Frontier orbital gap: 8.09 eV
Multiplicity: 1
E_tot: -251.718300 a.u.

# C5H11N

C5H11N in the gas phase (wB97M-V/def2-TZVPD, OMol25).

CARTESIAN COORDINATES (ANGSTROEM)
C -0.18 0.48 -0.17
C -2.28 0.77 1.09
C 2.01 0.11 -1.28
N -1.10 -0.04 0.89
C 0.88 -0.52 -0.42
C 0.89 -1.80 -0.07
H -0.59 -0.16 1.76
H 0.26 1.45 0.13
H -0.78 0.63 -1.08
H -2.05 1.81 1.39
H -2.90 0.32 1.86
H -2.85 0.81 0.16
H 1.63 0.64 -2.15
H 2.58 0.81 -0.67
H 2.68 -0.67 -1.64
H 0.08 -2.22 0.50
H 1.72 -2.44 -0.31

Computed properties:
Maximum force: 2.709 eV Å⁻¹
ΔE to the lowest compared entry with this formula, charge and spin: 0.989 eV
Frontier orbital gap: 9.88 eV
Multiplicity: 1
E_tot: -251.826180 a.u.

# C5H11N

2 unconnected molecules or ions with the total composition C5H11N (wB97M-V/def2-TZVPD, OMol25).

CARTESIAN COORDINATES (ANGSTROEM)
C 0.97 -0.90 -0.74
C -0.53 -1.37 -0.45
C -1.47 -1.86 -1.21
H 1.62 -1.19 0.13
H 1.16 -1.61 -1.62
H 1.06 0.14 -1.03
H -0.79 -1.57 0.58
H -1.54 -3.04 -1.43
H -2.19 -1.32 -1.82
C -0.87 1.10 0.93
C 0.37 1.29 1.42
N 1.40 1.96 0.75
H -0.97 1.01 -0.20
H -1.90 1.41 1.24
H 0.72 0.92 2.40
H 1.15 2.24 -0.13
H 1.80 2.79 1.19

Computed properties:
Maximum force: 5.947 eV Å⁻¹
ΔE to the lowest compared entry with this formula, charge and spin: 6.327 eV
Frontier orbital gap (alpha / beta): 5.80 / 5.81 eV
Charge: +1
Expectation value of S²: 0.76
Multiplicity: 2
E_tot: -251.354538 a.u.

# C5H11N

A gas-phase ion, C5H11N (charge +1) (wB97M-V/def2-TZVPD, OMol25).

CARTESIAN COORDINATES (ANGSTROEM)
C -1.47 0.02 1.41
N -0.14 -0.69 1.35
C 0.57 -0.38 0.09
C -0.28 -0.47 -1.11
C -0.29 0.62 -2.07
C 1.65 0.63 0.26
H -1.21 1.08 1.13
H -2.12 -0.26 0.59
H -1.95 -0.01 2.38
H 0.45 -0.39 2.11
H -0.50 -1.48 -1.49
H -1.09 0.82 -2.78
H -0.06 1.56 -1.55
H 0.72 0.10 -2.06
H 2.51 0.31 0.87
H 1.41 1.69 0.37
H 1.47 -0.89 -0.34

Computed properties:
Maximum force: 3.845 eV Å⁻¹
ΔE to the lowest compared entry with this formula, charge and spin: 6.316 eV
Frontier orbital gap (alpha / beta): 7.06 / 7.11 eV
Charge: +1
Expectation value of S²: 0.75
Multiplicity: 2
E_tot: -251.354955 a.u.

# C5H11N

A molecular structure, C5H11N (wB97M-V/def2-TZVPD, OMol25).

CARTESIAN COORDINATES (ANGSTROEM)
C 1.16 -1.96 1.01
C 1.11 -0.44 0.79
N -1.51 0.19 -1.67
C -0.67 0.70 -0.64
C -0.30 0.03 0.61
C -0.28 2.06 -0.88
H 0.64 -2.24 1.92
H 0.69 -2.48 0.17
H 2.18 -2.33 1.09
H 1.68 -0.19 -0.11
H 1.61 0.06 1.63
H -2.47 0.48 -1.55
H -1.50 -0.83 -1.61
H -0.95 0.18 1.46
H 0.46 2.56 -0.27
H -0.64 2.45 -1.82
H -1.22 1.78 -0.14

Computed properties:
Maximum force: 2.323 eV Å⁻¹
ΔE to the lowest compared entry with this formula, charge and spin: 3.367 eV
Frontier orbital gap (alpha / beta): 8.52 / 10.27 eV
Charge: +1
Expectation value of S²: 0.75
Multiplicity: 2
E_tot: -251.463337 a.u.